Entry 1:
H36O18 | ωB97M-V/def2-TZVPD

Geometry as ORCA input:
```
! RIJCOSX wB97M-V def2-TZVPD def2/J DEFGRID3
* xyz 0 1
O -2.47484 0.57516 -0.79688
H -2.60787 1.31862 -0.15575
H -2.85620 -0.00039 -0.11590
O -4.06893 2.11761 0.88611
H -4.15644 2.79302 0.20492
H -3.99365 2.65858 1.66598
O -2.75723 2.99295 -2.14787
H -3.39906 2.39431 -1.68549
H -1.92764 2.52907 -2.05179
O -1.57693 2.80387 0.60570
H -0.94350 3.00994 1.28001
H -1.26667 2.84748 -0.30002
O 1.21292 3.22365 -2.48644
H 2.08883 3.17030 -2.88457
H 0.85222 2.43271 -1.97990
O -4.29654 1.14886 -3.51690
H -3.46612 1.59293 -3.18110
H -4.73952 1.79002 -4.07831
O 4.14445 1.07242 0.02931
H 3.89450 1.06821 -0.90660
H 5.06435 0.89211 0.20694
O 0.64838 -3.53568 -0.27120
H 0.42716 -4.04224 -1.05764
H 0.31397 -4.04094 0.45698
O -0.05437 -1.80179 -4.49239
H -0.75176 -1.41566 -3.95482
H -0.47273 -2.69325 -4.39621
O -1.96833 -4.23306 1.69502
H -2.57038 -3.88216 1.03368
H -1.77117 -5.13770 1.42889
O 1.62696 -0.66510 4.62783
H 1.52624 -0.05095 3.81941
H 2.58070 -0.61681 4.69948
O 0.98921 2.89091 2.58900
H 1.27892 2.54530 1.74719
H 1.64512 3.56381 2.77437
O 0.29786 1.05500 -1.33266
H 1.14220 0.61076 -1.53679
H -0.17029 1.03485 -0.51287
O 1.86411 -0.09191 1.60135
H 2.52849 0.39945 1.11290
H 2.37638 -0.83789 1.98704
O 1.04294 -3.11238 4.95987
H 0.81212 -3.01490 4.04635
H 1.33099 -2.24412 5.37584
O 2.53593 -0.02128 -1.99058
H 2.78334 -0.34886 -1.08009
H 1.96129 -0.62975 -2.46484
O -0.98519 -1.86679 -1.27793
H -0.99729 -1.43061 -0.41687
H -0.64355 -1.03386 -1.65573
O 2.99711 -2.44373 1.45152
H 2.20154 -2.85452 1.93381
H 2.74797 -2.48556 0.50862
*
```

Values from the calculation:
**HOMO energy**: -10.6 eV

Electronic structure analysis, natural (NBO) charges in units of e:
1. O -0.999
2. H 0.501
3. H 0.478
4. O -0.936
5. H 0.471
6. H 0.480
7. O -0.933
8. H 0.480
9. H 0.473
10. O -0.981
11. H 0.505
12. H 0.480
13. O -1.019
14. H 0.474
15. H 0.496
16. O -0.967
17. H 0.481
18. H 0.466
19. O -0.986
20. H 0.499
21. H 0.497
22. O -0.951
23. H 0.478
24. H 0.473
25. O -0.932
26. H 0.469
27. H 0.465
28. O -0.945
29. H 0.478
30. H 0.469
31. O -0.970
32. H 0.510
33. H 0.468
34. O -0.944
35. H 0.473
36. H 0.475
37. O -1.028
38. H 0.502
39. H 0.514
40. O -1.007
41. H 0.483
42. H 0.496
43. O -0.975
44. H 0.460
45. H 0.503
46. O -0.963
47. H 0.504
48. H 0.516
49. O -0.940
50. H 0.466
51. H 0.468
52. O -0.953
53. H 0.484
54. H 0.493

=====

Entry 2:
H39O19 | ωB97M-V/def2-TZVPD

Geometry as ORCA input:
```
! RIJCOSX wB97M-V def2-TZVPD def2/J DEFGRID3
* xyz 1 1
O -2.09573 -0.68437 -3.42183
H -2.50511 -3.17713 -2.93042
H -1.40209 -0.01885 -3.48616
O 1.57644 -2.15719 1.97620
H 1.13143 -2.36109 1.12325
H 2.03196 1.38029 3.67253
O -4.29928 0.48545 -1.27879
H -4.47133 0.76758 2.31439
H -1.07284 -2.89852 -2.71252
O 1.21923 2.81577 4.13000
H 2.27509 -4.59749 -0.74226
H -4.54660 -0.45061 -1.06316
O 2.82707 0.08071 1.28081
H 2.19897 -0.69339 1.17791
H -2.00680 -1.27535 0.43697
O -1.97793 -2.17343 0.78540
H 0.76737 0.43263 3.24827
H 1.63924 4.77014 -1.01352
O 1.84466 -3.92906 -0.18958
H 1.14450 -2.07129 -0.19432
H 1.24926 -2.83127 2.57240
O -1.75503 -3.52019 -2.41529
H 3.55844 -0.55201 1.15453
O 3.53160 -0.37839 -2.30918
H 2.59426 -0.13985 -2.32941
H 3.36980 -1.30807 -2.58355
O -2.47084 3.74295 2.02255
H 0.40149 3.01072 3.62257
H 1.10290 1.75073 -3.11736
O 0.90610 -1.44257 -0.85417
H -3.62162 0.64248 -0.58774
H -2.76063 3.61898 1.11885
O -4.10396 0.03625 1.78882
H -4.92042 -0.45093 1.69254
H -1.98105 2.99534 2.34765
O -0.75344 -0.20160 3.11778
H -1.68385 -2.65113 -0.01351
H -2.53472 2.59286 -1.54499
O 1.73527 0.42644 3.53695
H 2.22158 -0.11700 2.83117
H 2.55074 1.74194 -3.56830
O 1.83782 2.94362 1.86097
H 1.87799 2.30048 1.11841
H 1.93053 -4.41475 0.66032
O -1.77074 2.46536 -0.95950
H 2.70015 3.32654 1.56729
H -1.19026 1.79636 -1.16630
O 0.97283 4.44966 -1.60127
H -2.82810 -0.21606 -3.86843
H 0.17367 4.90965 -1.30948
O 1.71503 1.25884 -3.67271
H -1.11490 -1.00849 3.49563
H 1.83506 3.24380 3.51273
O 1.19972 -3.15870 -3.20522
H 0.70603 -3.42574 -3.99432
H 0.89107 -3.78353 -2.53538
H -1.06243 -0.19327 2.21534
H 1.21237 -1.70421 -1.71356
*
```

Values from the calculation:
**HOMO energy**: -13.3 eV

Electronic structure analysis, natural (NBO) charges in units of e:
1. O -0.955
2. H 0.486
3. H 0.470
4. O -0.962
5. H 0.472
6. H 0.563
7. O -0.948
8. H 0.480
9. H 0.474
10. O -0.942
11. H 0.497
12. H 0.472
13. O -0.952
14. H 0.495
15. H 0.462
16. O -0.958
17. H 0.551
18. H 0.465
19. O -0.971
20. H 0.441
21. H 0.505
22. O -0.962
23. H 0.499
24. O -0.942
25. H 0.474
26. H 0.463
27. O -0.948
28. H 0.485
29. H 0.469
30. O -0.955
31. H 0.475
32. H 0.487
33. O -0.956
34. H 0.477
35. H 0.461
36. O -0.956
37. H 0.496
38. H 0.500
39. O -0.837
40. H 0.547
41. H 0.488
42. O -0.975
43. H 0.505
44. H 0.484
45. O -0.974
46. H 0.487
47. H 0.476
48. O -0.945
49. H 0.485
50. H 0.481
51. O -0.950
52. H 0.513
53. H 0.494
54. O -0.967
55. H 0.495
56. H 0.481
57. H 0.497
58. H 0.501

=====

Entry 3:
H3INP | ωB97M-V/def2-TZVPD

Geometry as ORCA input:
```
! RIJCOSX wB97M-V def2-TZVPD def2/J DEFGRID3
* xyz 0 1
N 0.12514 -0.37955 -0.54621
P -0.13396 0.79681 0.69025
I -1.47887 -1.67728 -0.25824
H -0.03165 0.08637 -1.99608
H 0.42225 0.01379 1.62751
H 1.09709 1.15986 0.48276
*
```

Values from the calculation:
**HOMO energy**: -8.9 eV

Electronic structure analysis, natural (NBO) charges in units of e:
1. N -1.075
2. P 0.537
3. I 0.266
4. H 0.393
5. H -0.048
6. H -0.073

=====

Entry 4:
H3IP2S2 | ωB97M-V/def2-TZVPD

Geometry as ORCA input:
```
! RIJCOSX wB97M-V def2-TZVPD def2/J DEFGRID3
* xyz 0 1
S -2.40471 -0.46741 -0.53690
P -0.37935 0.21573 -0.84267
S -0.29677 2.21501 -0.50443
P 0.40469 0.88844 1.08084
H -2.91110 0.78516 -0.57713
H 1.89597 0.83312 0.60000
I 1.76766 -2.73204 0.97987
H 1.92361 -1.73801 -0.19957
*
```

Values from the calculation:
**HOMO energy**: -8.9 eV

Electronic structure analysis, natural (NBO) charges in units of e:
1. S -0.314
2. P 0.299
3. S -0.313
4. P 0.177
5. H 0.156
6. H -0.014
7. I -0.081
8. H 0.090

=====

LUMO level for every record listed, in sequence, given in eV: -0.27 -2.97 -0.79 0.25.
E_tot for every record listed, in sequence, given in a.u.: -1375.8122 -1452.6356 -695.4464 -1778.5713.
Energy relative to the best compared isomer or geometry (same formula, charge and spin) for every record listed, in sequence, given in eV: 4.753 2.791 4.341 0.878.